one:
Density functional theory data (ωB97M-V with the def2-TZVPD basis set) for a structure of composition C2H4O2P.

```
! RIJCOSX wB97M-V def2-TZVPD def2/J DEFGRID3
* xyz -1 1
C -0.099 0.829 -0.034
C -0.569 -0.631 0.131
O -3.164 -0.559 -0.597
O -1.421 1.407 -0.089
P -2.348 -0.016 0.460
H 0.457 1.307 0.852
H 0.377 1.195 -1.055
H -0.771 -1.153 -0.915
H 0.061 -1.329 0.619
*
```

Summary:
**HOMO-LUMO gap**: 7.002 eV
**HOMO**: -2.42 eV
**LUMO**: 4.59 eV

two:
Density functional theory data (ωB97M-V with the def2-TZVPD basis set) for a structure of composition C2H4O2P.

```
! RIJCOSX wB97M-V def2-TZVPD def2/J DEFGRID3
* xyz -1 1
C -0.178 1.027 0.120
C -0.542 -0.836 0.113
O -3.263 -0.491 -0.559
O -1.454 1.411 -0.218
P -2.259 -0.048 0.449
H -0.102 1.131 1.183
H 0.632 1.494 -0.564
H -0.325 -1.263 -0.991
H 0.077 -1.298 0.810
*
```

Summary:
**HOMO-LUMO gap**: 7.107 eV
**HOMO**: -2.58 eV
**LUMO**: 4.53 eV

Relative energies, in hartree, with the most stable structure set to zero: one 0.0000; two 0.0307.

one:
Density functional theory data (ωB97M-V with the def2-TZVPD basis set) for a cluster of 2 separate species, C4H8ClF2N in total.

```
! RIJCOSX wB97M-V def2-TZVPD def2/J DEFGRID3
* xyz 0 1
C -1.256 -1.657 0.293
C -0.730 -0.680 -0.672
C 2.676 0.180 0.578
C -1.135 0.809 -0.378
N 1.996 1.272 0.816
F -0.498 1.779 -1.171
F -0.885 1.181 0.919
Cl 3.668 0.364 -0.759
H -0.562 -2.185 0.982
H -2.100 -1.210 0.797
H -1.859 -2.388 -0.188
H 0.457 -0.764 -0.718
H -0.965 -0.937 -1.807
H -2.168 1.030 -0.484
H 1.355 1.176 1.597
H 2.006 2.030 0.194
*
```

Summary:
**HOMO-LUMO gap**: 9.675 eV
**HOMO**: -8.70 eV
**LUMO**: 0.98 eV

two:
Density functional theory data (ωB97M-V with the def2-TZVPD basis set) for the molecule C4H8ClF2N.

```
! RIJCOSX wB97M-V def2-TZVPD def2/J DEFGRID3
* xyz 0 1
C 0.499 0.934 1.763
C 0.154 -0.091 -0.460
C -1.133 0.569 -0.890
C 0.458 -1.456 -1.125
H 0.682 0.592 2.799
H -0.363 1.603 1.932
H 1.301 1.585 1.376
H -0.521 -0.767 1.314
H 0.985 0.549 -0.737
H -1.055 0.979 -1.887
H -1.376 1.450 -0.280
H -2.029 -0.081 -0.914
N 0.290 -0.247 0.994
F 0.473 -1.302 -2.453
F -0.460 -2.349 -0.816
Cl 2.095 -1.969 -0.617
*
```

Summary:
**HOMO-LUMO gap**: 10.014 eV
**HOMO**: -9.10 eV
**LUMO**: 0.91 eV

Relative energies, in hartree, with the most stable structure set to zero: one 0.0780; two 0.0000.

one:
Density functional theory data (ωB97M-V with the def2-TZVPD basis set) for the molecule C3H4BrF.

```
! RIJCOSX wB97M-V def2-TZVPD def2/J DEFGRID3
* xyz 0 1
C 1.212 0.694 -0.049
C 0.304 -0.370 0.036
C -1.265 -0.146 -0.038
F 0.555 -1.681 0.022
Br 3.059 0.442 0.026
H 0.850 1.801 0.107
H -1.647 -0.778 -0.928
H -1.521 -0.806 0.818
H -1.548 0.843 0.006
*
```

Summary:
**HOMO-LUMO gap**: 9.920 eV
**HOMO**: -9.01 eV
**LUMO**: 0.91 eV

two:
Density functional theory data (ωB97M-V with the def2-TZVPD basis set) for the molecule C3H4BrF.

```
! RIJCOSX wB97M-V def2-TZVPD def2/J DEFGRID3
* xyz 0 1
C 0.209 0.353 0.824
C -0.692 0.473 -0.396
C 0.518 -0.360 -0.424
F 1.582 -0.182 -1.188
Br 0.040 -2.620 -0.250
H 0.832 1.192 1.102
H -0.147 -0.224 1.662
H -1.649 -0.026 -0.372
H -0.693 1.395 -0.959
*
```

Summary:
**HOMO-LUMO gap**: 9.742 eV
**HOMO**: -10.07 eV
**LUMO**: -0.33 eV

Relative energies, in hartree, with the most stable structure set to zero: one 0.0000; two 0.0145.

one:
Density functional theory data (ωB97M-V with the def2-TZVPD basis set) for a cluster of 2 separate species, C2H7N in total.

```
! RIJCOSX wB97M-V def2-TZVPD def2/J DEFGRID3
* xyz 0 1
C 1.433 -1.666 1.277
H 1.314 -0.991 2.094
H 0.848 -1.311 0.384
H 2.519 -1.534 1.171
H 1.273 -2.746 1.440
C -1.740 1.625 -0.943
N -0.537 1.716 -1.431
H -2.038 1.431 0.096
H -2.550 1.734 -1.641
H -0.523 1.743 -2.449
*
```

Summary:
**HOMO-LUMO gap**: 11.225 eV
**HOMO**: -10.11 eV
**LUMO**: 1.12 eV

two:
Density functional theory data (ωB97M-V with the def2-TZVPD basis set) for the molecule C2H7N.

```
! RIJCOSX wB97M-V def2-TZVPD def2/J DEFGRID3
* xyz 0 1
C -1.223 -0.225 0.014
C 1.204 -0.244 0.009
H -1.066 -0.862 0.909
H -1.360 -0.862 -0.852
H -2.176 0.353 0.108
H 0.067 1.284 0.607
H 2.061 0.478 0.391
H 1.638 -0.695 -0.941
H 0.990 -1.133 0.780
N -0.005 0.607 -0.163
*
```

Summary:
**HOMO-LUMO gap**: 10.281 eV
**HOMO**: -9.07 eV
**LUMO**: 1.21 eV

Relative energies, in hartree, with the most stable structure set to zero: one 0.0151; two 0.0000.

one:
Density functional theory data (ωB97M-V with the def2-TZVPD basis set) for a cluster of 2 separate species, CH4NO2S in total.

```
! RIJCOSX wB97M-V def2-TZVPD def2/J DEFGRID3
* xyz -1 1
C -1.138 -0.488 -0.247
N 1.729 2.189 0.573
O 1.377 -0.608 -0.934
O 0.824 -1.540 1.256
S 0.702 -0.379 0.358
H -1.767 -0.416 0.547
H -1.173 0.474 -0.836
H -1.357 -1.419 -0.844
H 0.801 2.186 0.127
*
```

Summary:
**HOMO-LUMO gap (spin up / spin down)**: 6.694 / 6.632 eV
**HOMO (spin up / spin down)**: -3.30 / -3.30 eV
**LUMO (spin up / spin down)**: 3.39 / 3.33 eV

two:
Density functional theory data (ωB97M-V with the def2-TZVPD basis set) for the ion CH4NO2S with charge -1.

```
! RIJCOSX wB97M-V def2-TZVPD def2/J DEFGRID3
* xyz -1 1
C -1.144 0.257 -0.184
N 1.576 0.666 0.701
O 1.134 -1.136 -1.039
O 0.151 -1.473 1.154
S 0.642 -0.478 0.176
H -1.280 0.630 0.813
H -1.136 0.948 -1.021
H -1.923 -0.496 -0.385
H 1.980 1.083 -0.214
*
```

Summary:
**HOMO-LUMO gap**: 8.705 eV
**HOMO**: -4.39 eV
**LUMO**: 4.31 eV

Relative energies, in hartree, with the most stable structure set to zero: one 0.1398; two 0.0000.

one:
Density functional theory data (ωB97M-V with the def2-TZVPD basis set) for the molecule C6H6N2O2S.

```
! RIJCOSX wB97M-V def2-TZVPD def2/J DEFGRID3
* xyz 0 1
C -3.590 0.969 -0.424
C -0.128 -0.339 0.237
C -1.318 0.279 -0.166
C -2.268 -0.156 0.726
C -0.420 -1.009 1.464
C 1.471 1.085 -0.730
N -3.523 0.244 0.624
N 0.291 -1.716 2.363
O -1.695 -0.897 1.715
O 1.068 -0.276 -0.340
S -2.093 1.210 -1.330
H -4.545 1.468 -0.793
H 2.569 1.025 -1.076
H 1.401 1.650 0.305
H 0.832 1.558 -1.576
H 1.344 -1.744 2.324
H -0.309 -2.352 2.888
*
```

Summary:
**HOMO-LUMO gap**: 7.693 eV
**HOMO**: -6.97 eV
**LUMO**: 0.72 eV

two:
Density functional theory data (ωB97M-V with the def2-TZVPD basis set) for a cluster of 2 separate species, C6H6N2O2S in total.

```
! RIJCOSX wB97M-V def2-TZVPD def2/J DEFGRID3
* xyz 0 1
C -0.571 -2.072 -0.327
C -0.538 -0.874 0.410
C -0.870 -1.921 -1.589
C -0.826 0.178 -0.417
C 2.865 -0.068 -0.122
C -0.863 1.522 0.037
N -0.569 1.751 1.250
N 2.183 -0.297 0.842
O 3.683 -0.120 -0.935
O -0.847 2.876 1.886
S -1.144 -0.279 -2.024
H -0.223 -3.079 0.151
H -0.280 -0.786 1.439
H -1.060 -2.693 -2.380
H -1.142 2.059 -0.816
H -1.237 3.610 1.275
H 1.440 0.192 1.321
*
```

Summary:
**HOMO-LUMO gap**: 8.838 eV
**HOMO**: -8.60 eV
**LUMO**: 0.24 eV

Relative energies, in hartree, with the most stable structure set to zero: one 0.0000; two 0.0364.